## A
Below is C3H7NS2 in the gas phase, with properties calculated with ωB97M-V/def2-TZVPD.

The structure (SMILES) is CCSC(N)=S. For the HOMO energy, the calculation gives -8.622 eV. As for the orbital gap: 0.33879 Eh.

Element x y z (Å)
1 S 0.32 -2.10 0.64
2 S -0.78 0.30 -0.88
3 N -2.14 -1.80 -0.21
4 C 1.23 1.53 0.63
5 C -0.86 -1.29 -0.12
6 C 0.93 0.85 -0.66
7 H 1.58 -0.08 -0.80
8 H -2.93 -1.20 -0.36
9 H -2.32 -2.66 0.30
10 H 1.02 0.76 1.36
11 H 0.56 2.42 0.88
12 H 2.26 1.81 0.77
13 H 1.13 1.46 -1.56

## B
Below is C3H7NS2 in the gas phase, with properties calculated with ωB97M-V/def2-TZVPD.

The structure (SMILES) is C[C@H](N)C(=S)S. For the HOMO energy, the calculation gives -8.647 eV. As for the orbital gap: 0.31611 Eh.

Element x y z (Å)
1 S -2.66 -0.64 -0.27
2 S -1.36 2.01 0.28
3 N 0.95 0.61 -0.89
4 C -0.03 -0.33 -0.35
5 C -1.38 0.33 -0.16
6 C 0.48 -0.90 0.98
7 H -0.30 -1.57 1.38
8 H 1.40 -1.51 0.91
9 H 0.74 0.79 -1.86
10 H 1.90 0.25 -0.86
11 H -0.05 2.17 0.19
12 H 0.54 -0.08 1.70
13 H -0.22 -1.15 -1.07

## C
Below is C3H7NS2 in the gas phase, with properties calculated with ωB97M-V/def2-TZVPD.

For the HOMO energy (alpha / beta), the calculation gives -8.433 / -8.387 eV. As for the orbital gap (alpha / beta): 0.28430 / 0.28593 Eh.

Element x y z (Å)
1 S -1.67 -0.14 -0.76
2 S -0.74 -1.84 -0.15
3 N 0.90 1.19 -0.76
4 C 1.41 -0.05 -0.86
5 C 0.82 -0.95 0.21
6 C -1.70 0.99 0.65
7 H 0.63 -0.27 1.06
8 H -2.57 1.60 0.45
9 H 1.52 -1.76 0.45
10 H -0.60 1.45 0.60
11 H 1.59 -0.43 -1.88
12 H -2.00 0.35 1.50
13 H 2.40 -0.17 -0.52

The structure shown above that is least stable: C.